(1)
{
  "formula": "C5H16NO",
  "method": "ωB97M-V/def2-TZVPD",
  "elements": ["C", "C", "C", "C", "C", "N", "H", "H", "H", "H", "H", "H", "H", "H", "H", "H", "H", "H", "H", "H", "H", "H", "O"],
  "coordinates": [[-1.9636, -0.3010, 0.5671], [-0.5576, -0.3768, 0.0153], [0.1621, 0.9484, 0.1815], [1.6693, 0.9816, -0.0887], [2.3114, 2.2765, 0.3970], [0.1925, -1.4326, 0.8147], [-2.5647, -1.1445, 0.2349], [-2.4134, 0.6408, 0.2769], [-1.9159, -0.3102, 1.6619], [-0.5693, -0.7503, -1.0008], [-0.3998, 1.6390, -0.4604], [-0.1456, 1.3052, 1.1820], [2.1555, 0.1327, 0.3890], [1.7484, 0.8396, -1.1623], [3.3558, 2.1133, 0.6338], [2.2861, 3.1054, -0.3041], [1.8376, 2.5906, 1.3348], [-0.3156, -2.3190, 0.8216], [0.3259, -1.1626, 1.7913], [1.1072, -1.6188, 0.3909], [-2.1193, -2.0738, -3.2728], [-2.0841, -3.0123, -2.0992], [-2.1029, -2.0712, -2.3045]],
  "atomic_forces_ev_per_a": [[0.205, -0.361, 0.369], [0.028, 0.227, 0.193], [-0.805, 0.301, 0.408], [-0.996, 0.243, -0.160], [0.165, -0.071, 0.477], [0.158, -0.596, -0.268], [-0.170, 0.118, -0.068], [-0.224, -0.014, -0.171], [-0.136, 0.085, -0.033], [0.107, -0.058, -0.250], [0.412, -0.014, -0.169], [0.654, -0.051, -0.001], [0.201, -0.056, 0.137], [0.498, 0.001, -0.210], [0.248, -0.034, -0.038], [-0.304, -0.063, -0.157], [0.059, 0.060, -0.198], [-0.085, 0.043, -0.044], [0.044, 0.189, -0.053], [-0.095, 0.111, 0.213], [-0.045, 0.221, 0.191], [-0.122, -0.037, 0.061], [0.202, -0.245, -0.228]],
  "mulliken_charge": [-1.433, 0.009, -0.881, -0.310, -1.278, -0.310, 0.391, 0.361, 0.449, 0.491, 0.374, 0.397, 0.329, 0.306, 0.367, 0.329, 0.343, 0.365, 0.354, 0.348, 0.298, 0.312, -0.609],
  "relative_energy_kcal_mol": 12.0,
  "homo_lumo_gap_ev": 11.78,
  "charge": 1,
  "total_energy_ev": -8975.9933
}

(2)
{
  "formula": "C6H12O",
  "method": "ωB97M-V/def2-TZVPD",
  "elements": ["C", "C", "C", "C", "O", "C", "C", "H", "H", "H", "H", "H", "H", "H", "H", "H", "H", "H", "H"],
  "coordinates": [[-1.0874, -1.9080, -1.1729], [-1.4300, -0.5234, -1.6451], [-1.0763, 0.5503, -0.4988], [2.0027, 0.4881, 1.8291], [2.5277, 1.8725, 1.9590], [0.6860, 0.5340, 1.2865], [0.2990, 0.4340, -0.0186], [-0.4530, -1.7132, -0.3540], [-2.0613, -2.2857, -0.8621], [-0.6980, -2.5202, -1.9245], [-2.4011, -0.5832, -1.9258], [-0.9366, -0.2468, -2.5907], [-1.2125, 1.5261, -1.1599], [-1.8701, 0.6837, 0.2079], [2.2792, 0.1078, 2.8013], [2.7835, 0.1762, 1.2150], [1.8471, 2.5006, 1.5890], [-0.1800, 0.3180, 2.1116], [0.9812, 0.5891, -0.8469]],
  "atomic_forces_ev_per_a": [[-1.748, 0.795, 0.276], [2.986, 1.006, 0.770], [-0.756, 1.306, -3.752], [0.979, 2.222, 0.373], [-0.068, 2.352, 0.164], [-3.148, -1.529, 3.562], [-0.377, -0.025, -1.356], [1.117, -0.738, 1.066], [0.193, -0.724, 0.444], [0.851, -1.124, -0.971], [-3.462, 0.687, -0.593], [0.430, 0.050, 0.472], [0.256, -0.845, 1.105], [-0.299, -0.511, 0.869], [-0.991, -0.625, 0.613], [0.957, -1.659, -1.814], [0.666, -1.213, 0.548], [1.869, 0.602, -1.980], [0.546, -0.027, 0.203]],
  "mulliken_spin": [-0.102, 0.169, 0.077, 0.158, -0.065, 0.035, 0.690, 0.112, -0.012, -0.043, -0.062, -0.037, 0.037, -0.025, 0.059, -0.110, 0.004, 0.076, 0.040],
  "relative_energy_kcal_mol": 54.1,
  "homo_lumo_gap_ev": [3.67, 7.95],
  "charge": -1,
  "s_squared": 0.754,
  "spin_multiplicity": 2,
  "total_energy_ev": -8460.4933
}

(3)
{
  "formula": "C5H38N3O11",
  "method": "ωB97M-V/def2-TZVPD",
  "elements": ["C", "N", "C", "C", "C", "N", "C", "N", "H", "H", "H", "H", "H", "H", "H", "H", "H", "H", "H", "H", "H", "H", "H", "H", "H", "H", "O", "H", "H", "O", "H", "H", "O", "H", "H", "O", "H", "H", "O", "H", "H", "O", "H", "H", "O", "H", "H", "O", "H", "H", "O", "H", "H", "O", "H", "H", "O"],
  "coordinates": [[-0.3177, 0.0941, 1.0976], [-0.5079, -1.2843, 1.2900], [-0.8879, -2.1012, 0.0933], [0.0357, -3.2638, -0.1399], [-0.2296, -4.3105, 0.8907], [-0.8778, -3.9220, 2.1446], [-0.0177, 0.7915, 2.5171], [0.6495, 2.1601, 2.3936], [-1.3327, 0.6952, 0.7486], [0.5800, 0.3935, 0.4092], [0.4883, -1.7100, 1.4832], [-0.8657, -1.4767, -0.8350], [-2.0089, -2.2551, 0.5300], [-0.0926, -3.7291, -1.1688], [1.1284, -3.0372, -0.2007], [-0.7804, -5.0383, 0.4483], [0.7883, -4.8410, 1.1053], [-1.6557, -4.5113, 2.3477], [-0.7922, -2.9234, 2.5899], [-1.0188, 1.1422, 2.9690], [0.6296, 0.1228, 3.0210], [1.4141, 2.1591, 1.6956], [1.0644, 2.4892, 3.2378], [0.0126, 2.8263, 2.0757], [3.1011, 1.8968, -1.9009], [2.3928, 2.7552, -2.8465], [2.8349, 2.7926, -2.0403], [-3.4075, 0.1959, -0.8332], [-3.7770, 0.0540, -2.2675], [-2.9619, -0.0190, -1.7294], [2.7247, -0.7648, -1.4053], [3.2298, -2.1614, -0.8417], [2.6450, -1.4283, -0.6474], [-4.3576, 2.5052, -0.5269], [-4.8815, 2.0977, 0.9872], [-4.7667, 1.8433, 0.0775], [0.1372, 2.6019, -4.6308], [0.4029, 2.7109, -3.1909], [0.8913, 2.5041, -3.9983], [-1.1073, 3.6871, -0.9955], [-1.2640, 2.2029, -1.0841], [-0.9039, 2.8791, -0.5990], [-1.4678, 0.3898, -2.1583], [-0.3232, 0.5554, -3.2782], [-0.6016, 0.7728, -2.3987], [2.4625, 2.8216, -0.3222], [3.7588, 3.1020, 0.4164], [2.8924, 2.5468, 0.5855], [2.5240, 0.5665, -3.4510], [3.7372, -0.3615, -3.5530], [3.3952, 0.4289, -3.2652], [-2.4331, -0.1405, 2.3198], [-3.8354, -0.0528, 2.4047], [-3.0905, 0.3235, 1.8651], [2.0556, -2.5833, 3.2595], [2.6341, -1.5730, 2.3231], [1.9543, -1.6197, 2.9817]],
  "atomic_forces_ev_per_a": [[-0.323, 4.582, -0.818], [3.802, -1.936, 0.390], [-2.836, 2.215, 0.218], [0.252, -0.512, -1.207], [3.450, 0.035, 2.703], [0.943, 1.907, 0.585], [-2.411, 1.216, -1.372], [1.457, -2.191, -1.086], [2.767, -1.895, 0.244], [-1.552, -0.485, 0.736], [-2.302, 1.510, 0.249], [-0.418, -0.234, 0.835], [2.267, -0.872, -2.439], [-0.386, 0.635, 1.067], [-1.091, 0.732, 0.482], [-1.987, -2.244, -0.991], [-1.438, 0.701, -0.187], [-0.377, 0.337, 0.482], [-0.519, -3.029, -1.594], [1.638, -1.484, -0.042], [0.334, -0.322, 1.189], [0.307, 0.022, -0.100], [0.227, 0.114, 1.025], [-1.533, 1.414, -0.771], [0.731, -0.979, 0.083], [-1.182, 0.337, -2.445], [0.729, 0.975, 2.329], [1.343, -0.431, -1.336], [0.811, -0.187, -0.201], [-2.781, 0.576, 1.961], [0.106, -1.410, 1.427], [0.255, -0.022, -0.286], [-0.133, 1.608, -1.092], [-0.601, -0.315, 1.548], [0.379, 0.798, 0.122], [0.258, -0.488, -1.919], [1.254, -0.134, 0.159], [0.216, -0.235, 0.515], [-1.533, 0.248, -0.753], [-0.603, 1.884, -1.031], [-1.148, -2.569, -2.151], [1.969, 1.002, 3.420], [0.042, -0.277, -0.601], [-0.187, -0.368, -0.571], [0.429, 0.556, 0.925], [0.632, -0.844, 1.816], [-2.278, -1.729, 1.043], [1.351, 2.540, -2.584], [-3.705, 0.076, -1.387], [0.774, -2.819, -1.360], [2.728, 2.431, 2.611], [2.427, -1.294, 0.689], [0.229, 0.830, -1.086], [-3.045, 0.098, 0.577], [-0.501, 1.763, -0.180], [0.766, 0.439, -0.814], [-0.005, -2.273, 0.972]],
  "mulliken_charge": [-0.876, 0.494, 0.205, -0.408, -0.799, -0.431, -0.559, 0.049, 0.130, 0.297, 0.177, -0.339, 0.329, 0.478, -0.083, 0.491, 0.173, 0.211, 0.192, 0.225, 0.522, 0.034, 0.407, 0.356, 0.397, 0.357, -0.663, 0.268, 0.288, -0.618, 0.262, 0.270, -0.527, 0.313, 0.297, -0.609, 0.327, 0.309, -0.723, 0.228, 0.280, -0.504, 0.316, 0.282, -0.599, 0.397, 0.336, -0.801, 0.292, 0.268, -0.646, 0.165, 0.301, -0.505, 0.330, 0.296, -0.658],
  "relative_energy_kcal_mol": 68.2,
  "homo_lumo_gap_ev": 8.05,
  "charge": 1,
  "total_energy_ev": -32785.7773
}

(4)
{
  "formula": "C21H31N3O6",
  "method": "ωB97M-V/def2-TZVPD",
  "elements": ["C", "H", "H", "H", "C", "C", "H", "H", "H", "H", "C", "N", "C", "O", "C", "H", "H", "O", "C", "O", "C", "N", "C", "C", "C", "C", "H", "H", "H", "C", "O", "O", "C", "H", "H", "C", "O", "N", "H", "C", "C", "H", "H", "H", "H", "C", "C", "H", "H", "H", "C", "H", "H", "H", "H", "H", "C", "H", "H", "H", "H"],
  "coordinates": [[0.9773, 2.7375, 1.6237], [0.0073, 2.5769, 2.3273], [0.8982, 1.7546, 0.9676], [1.7456, 2.7418, 2.3302], [0.7664, 4.1870, 1.0205], [0.7270, 5.3675, 1.7997], [0.8616, 6.3331, 1.2374], [1.3212, 5.3478, 2.5063], [-0.3942, 5.2542, 2.2579], [1.8411, 4.2233, 0.3959], [-0.2119, 4.0465, -0.5075], [0.1405, 3.2984, -1.5046], [0.8776, 3.7762, -2.2631], [1.2567, 4.7828, -2.7158], [1.2134, 2.6321, -3.4235], [2.5450, 2.4924, -3.4308], [1.1681, 2.9670, -4.3254], [0.7749, 1.4131, -3.1524], [-0.2764, 0.7484, -4.0698], [-0.2589, 1.2823, -5.2387], [-1.0112, -0.2289, -3.4699], [-0.8857, -0.3180, -2.3212], [-1.6619, -1.4213, -1.7326], [-2.1340, -2.3590, -2.4947], [-2.4804, -2.3221, -3.8599], [-1.5307, -1.3012, -4.2996], [-1.3678, -1.0148, -5.2293], [-2.7385, -3.1343, -4.5020], [-2.6942, -3.0958, -1.9201], [-1.6996, -1.4623, -0.1002], [-2.2972, -2.4648, 0.3651], [-1.4415, -0.2915, 0.4966], [-1.3287, -0.3716, 1.8696], [-1.3000, 0.8140, 2.2710], [-2.2224, -0.7468, 2.3074], [-0.0981, -1.1605, 2.3000], [0.6852, -0.3937, 2.9456], [0.0965, -2.4085, 2.3201], [-0.9729, -2.7977, 1.9422], [1.0161, -3.2119, 2.5201], [0.6984, -4.2896, 3.8538], [1.5471, -4.8860, 3.8038], [-0.3119, -4.6842, 3.4509], [0.3546, -3.5958, 4.7902], [1.6615, -2.5171, 3.0154], [1.4872, -4.0203, 1.5614], [2.0362, -2.8881, 0.5564], [2.5367, -3.3855, -0.2303], [1.0078, -2.3312, 0.0064], [2.7044, -2.1025, 0.7748], [0.4016, -4.8724, 0.7446], [0.1114, -5.6811, 1.4090], [0.7723, -5.4455, -0.0750], [-0.3171, -4.3182, 0.5566], [2.4741, -4.6115, 1.8214], [0.2696, 2.1286, -1.4082], [-1.6229, 3.7062, 0.1769], [-1.5160, 2.6475, 0.3226], [-1.9175, 4.1460, 0.9079], [-1.9972, 3.6299, -0.6691], [-0.2939, 5.0984, -0.6127]],
  "atomic_forces_ev_per_a": [[-5.479, -0.095, 0.552], [1.895, 0.139, -1.207], [0.681, 2.457, 0.892], [1.592, -0.373, 0.731], [5.477, -5.465, -8.238], [-9.478, 1.884, -4.510], [-0.447, -1.068, 0.376], [5.830, -0.201, 7.067], [2.242, 1.251, -0.446], [-2.018, 0.270, 1.328], [-3.222, 4.368, 12.637], [-6.028, -10.577, 8.050], [8.316, -1.659, -15.005], [1.237, 5.843, 0.685], [6.699, -0.330, 5.616], [-3.445, 0.626, 0.424], [-1.471, 2.279, -5.602], [-4.132, -5.075, -0.438], [6.319, 9.988, -6.705], [-1.081, -3.519, 5.215], [-1.906, -4.471, -9.657], [-2.299, -2.904, 15.198], [5.029, 5.279, 3.052], [-5.382, -3.967, 0.731], [6.897, 3.939, -0.569], [-4.397, -0.925, 1.949], [0.436, 0.366, -4.821], [-0.712, -0.254, -0.040], [0.421, -0.395, 0.222], [-3.538, -2.005, -3.021], [2.492, 2.846, -0.072], [0.245, -1.583, -2.610], [0.029, 2.763, 2.211], [0.564, -3.575, -1.126], [-0.910, -0.707, 0.313], [2.672, 7.814, 4.440], [-0.276, -1.074, -1.385], [-15.676, 0.163, -5.663], [3.739, 0.380, 1.054], [4.499, -4.032, 11.855], [-4.825, 4.907, -1.090], [1.050, -1.389, 0.899], [1.811, -0.326, 0.979], [1.544, -2.060, -1.945], [2.300, -0.182, 0.105], [5.084, -2.177, -8.087], [-3.915, -0.598, -2.952], [0.320, -0.634, -1.314], [3.047, -1.551, 1.439], [0.501, 0.870, 1.515], [7.741, -4.766, 4.284], [-0.527, 0.008, 0.316], [0.631, 0.358, -0.953], [-6.884, 5.022, -2.192], [-2.315, 0.871, -0.127], [-0.929, 3.664, -0.392], [9.170, -6.572, -4.603], [0.023, -0.891, 1.173], [-3.610, 5.758, 8.196], [-5.973, 0.430, -7.173], [0.341, 0.859, -1.557]],
  "mulliken_charge": [-0.792, 0.030, -0.029, 0.541, 0.596, -1.519, 0.296, 0.634, 0.182, 0.145, -0.162, 0.221, 0.407, -0.632, -0.787, 0.176, 0.606, -0.270, 0.497, -0.619, 0.670, 0.061, 0.315, -0.048, -0.972, -0.976, 0.657, 0.404, 0.428, 0.258, -0.675, -0.181, -0.744, 0.174, 0.476, 0.694, -0.759, 0.084, 0.380, -0.820, -1.294, 0.518, 0.295, 0.263, 0.496, 0.711, -1.163, 0.450, -0.020, 0.434, -1.692, 0.384, 0.427, 0.495, 0.441, 0.377, -3.008, 0.759, 0.680, 0.911, 0.587],
  "relative_energy_kcal_mol": 525.0,
  "homo_lumo_gap_ev": 7.27,
  "total_energy_ev": -39015.0082
}

(5)
{
  "formula": "C5H12NO2",
  "method": "ωB97M-V/def2-TZVPD",
  "elements": ["C", "C", "N", "C", "C", "C", "O", "O", "H", "H", "H", "H", "H", "H", "H", "H", "H", "H", "H", "H"],
  "coordinates": [[2.3837, 0.2938, 0.2319], [1.0346, 0.3329, -0.4390], [0.7364, 1.8271, -0.7150], [-0.0652, -0.2463, 0.4041], [-1.3713, -0.5426, -0.3324], [-2.3615, -1.1956, 0.6072], [-2.7041, -0.7888, 1.6763], [-2.8274, -2.3346, 0.0480], [2.8137, -0.7015, 0.2763], [2.3383, 0.5920, 1.2788], [3.1739, 0.8606, -0.2626], [1.1032, -0.1175, -1.4300], [1.6276, 2.2934, -0.8629], [0.1280, 1.9994, -1.5120], [0.2808, 2.2181, 0.1173], [-0.2458, 0.3713, 1.2929], [0.2932, -1.1778, 0.8329], [-1.8664, 0.3981, -0.6170], [-1.2218, -1.1176, -1.2413], [-3.2497, -2.9643, 0.6466]],
  "atomic_forces_ev_per_a": [[0.759, -0.221, 0.595], [0.446, 0.343, -0.401], [-0.162, -0.389, 0.478], [-0.428, -0.476, 0.302], [-0.319, 1.115, 0.145], [-0.627, -1.228, -0.186], [0.401, 0.309, 0.120], [0.637, -0.079, -0.548], [-0.370, -0.391, -0.198], [-0.138, 0.311, 0.029], [-0.229, 0.298, -0.171], [-0.158, -0.063, 0.034], [0.000, 0.307, -0.088], [-0.077, -0.093, -0.119], [0.172, 0.132, -0.146], [-0.053, 0.122, -0.164], [0.273, -0.215, -0.086], [0.128, -0.058, -0.107], [0.021, -0.222, 0.104], [-0.277, 0.497, 0.407]],
  "mulliken_charge": [-1.546, 0.247, -0.295, -0.811, -0.384, 0.321, -0.514, -0.453, 0.386, 0.367, 0.470, 0.353, 0.347, 0.357, 0.384, 0.366, 0.436, 0.260, 0.347, 0.361],
  "relative_energy_kcal_mol": 0.0,
  "homo_lumo_gap_ev": 10.24,
  "smiles": "C[C@H]([NH3+])CCC(=O)O",
  "charge": 1,
  "total_energy_ev": -10958.6193
}

(6)
{
  "formula": "C4H8O2",
  "method": "ωB97M-V/def2-TZVPD",
  "elements": ["O", "C", "C", "C", "C", "O", "H", "H", "H", "H", "H", "H", "H", "H"],
  "coordinates": [[1.8120, 1.0422, 0.3431], [1.6199, -0.6752, -0.2781], [0.2262, -0.9903, 0.2124], [-0.8312, -0.2311, -0.5640], [-1.8882, 0.5292, 0.1083], [-0.7537, 1.2078, -0.4358], [0.8899, 1.3726, 0.2130], [2.1966, 1.0571, -0.5577], [2.3264, -1.1157, 0.4435], [0.0979, -2.0678, 0.0191], [0.0597, -0.8448, 1.2955], [-0.9902, -0.5458, -1.5964], [-1.9393, 0.5128, 1.1980], [-2.8262, 0.7490, -0.4012]],
  "atomic_forces_ev_per_a": [[-0.048, -0.214, -0.437], [-0.173, -0.296, 0.337], [-0.089, 0.072, -0.046], [0.025, -0.173, -0.054], [-0.211, -0.076, 0.077], [0.079, 0.064, 0.057], [0.175, -0.026, 0.014], [0.003, 0.370, 0.268], [-0.128, 0.096, -0.118], [0.026, 0.164, 0.015], [0.079, 0.021, -0.176], [0.035, 0.067, 0.206], [0.032, -0.001, -0.214], [0.195, -0.068, 0.071]],
  "mulliken_charge": [-0.527, -0.457, -0.897, 0.236, -0.326, -0.550, 0.441, 0.465, 0.110, 0.349, 0.327, 0.361, 0.221, 0.248],
  "relative_energy_kcal_mol": 125.0,
  "homo_lumo_gap_ev": 8.87,
  "total_energy_ev": -8367.8601
}